No. 1
ORCA calculation (ωB97M-V/def2-TZVPD) on a molecular structure, C16H16AuNO5.

Structure (XYZ):
```
39
Properties=species:S:1:pos:R:3:mulliken_charge:R:1
Au 0.404 -0.942 -0.040 1.348
O 2.091 -2.935 0.461 -0.493
C 2.886 -2.455 1.532 -0.596
C 3.378 -1.049 1.239 -0.878
N 2.268 -0.119 0.980 0.002
C 2.570 0.854 -0.091 -0.621
C 2.280 0.375 -1.536 0.498
O 2.839 0.933 -2.442 -0.623
O 1.444 -0.638 -1.704 -0.674
C 1.623 0.383 2.212 -0.670
C 0.263 -0.231 2.629 0.581
O -0.140 0.028 3.733 -0.645
O -0.378 -1.014 1.784 -0.711
H 2.609 -2.945 -0.353 0.365
H 2.240 -2.465 2.411 0.325
H 3.734 -3.117 1.721 0.381
H 3.989 -0.681 2.071 0.413
H 4.013 -1.076 0.350 0.504
H 1.986 1.762 0.070 0.405
H 3.623 1.140 -0.078 0.476
H 2.278 0.224 3.070 0.398
H 1.471 1.461 2.137 0.400
C -3.439 2.982 -0.591 -0.553
C -2.210 2.811 0.081 -0.942
C -1.525 1.636 -0.020 -0.132
C -2.022 0.558 -0.794 1.203
C -1.368 -0.694 -0.952 0.027
C -1.888 -1.694 -1.714 -0.805
C -3.125 -1.503 -2.374 -0.607
C -3.790 -0.322 -2.252 -0.924
C -3.260 0.732 -1.468 0.779
C -3.946 1.965 -1.344 -0.846
H -3.975 3.918 -0.503 0.384
H -1.814 3.617 0.685 0.416
H -0.588 1.521 0.511 0.289
H -1.364 -2.633 -1.827 0.394
H -3.533 -2.305 -2.976 0.392
H -4.736 -0.168 -2.756 0.371
H -4.889 2.084 -1.864 0.371
```

Summary:
- Highest occupied orbital energy: -8.469 eV
- DFT total energy: -32270.196 eV
- Orbital gap: 7.95 eV
- E_LUMO: -0.0190 hartree
- Max |F|: 0.8 eV/Å


No. 2
ORCA calculation (ωB97M-V/def2-TZVPD) on a molecular structure, C16H16B2Br8O18V in a non-equilibrium geometry.

Structure (XYZ):
```
61
Properties=species:S:1:pos:R:3:mulliken_charge:R:1
O 1.103 1.205 5.508 -0.855
V 0.800 1.941 4.153 1.432
O 2.081 2.707 3.544 -0.823
O -0.973 3.048 3.292 -0.527
C -1.904 3.140 2.449 0.446
O -2.250 2.246 1.526 0.171
B -3.422 2.699 0.756 0.779
O -3.690 4.060 1.305 -0.564
C -2.827 4.397 2.240 0.463
O -2.710 5.413 2.904 -0.624
O -4.611 1.800 0.760 -0.526
C -4.822 1.244 -0.413 0.636
O -5.563 0.339 -0.765 -0.620
C -3.795 1.923 -1.376 0.501
O -3.021 2.714 -0.697 -0.335
O -3.583 1.515 -2.512 -0.597
O -3.798 -2.007 -0.945 -0.621
C -2.601 -1.772 -0.857 0.133
O -1.926 -1.620 0.272 -0.475
B -0.612 -1.012 -0.070 1.624
O -0.659 -0.733 -1.549 -0.217
C -1.789 -1.193 -2.029 0.752
O -2.201 -1.097 -3.193 -0.623
O 0.433 -1.969 0.265 -0.952
C 1.195 -1.571 1.212 0.297
O 2.020 -2.248 1.778 -0.699
C 0.736 -0.116 1.545 0.912
O -0.251 0.171 0.706 -0.414
O 1.125 0.616 2.411 -0.617
Br 3.653 -3.725 -2.522 -0.154
C 5.065 -4.253 -1.242 -0.466
C 4.818 -3.558 0.096 -0.590
Br 6.599 -3.597 1.045 -0.211
H 5.979 -3.887 -1.710 0.346
H 5.013 -5.342 -1.240 0.341
H 4.071 -4.107 0.668 0.389
H 4.543 -2.506 0.025 0.341
Br -1.408 -0.238 4.935 -0.141
C -2.010 -2.068 4.517 -0.547
C -0.822 -2.979 4.381 -0.145
Br -1.486 -4.789 3.966 -0.202
H -2.434 -2.007 3.514 0.217
H -2.813 -2.345 5.200 0.441
H -0.259 -3.009 5.313 0.409
H -0.279 -2.641 3.498 -0.081
Br 2.754 2.796 0.277 -0.203
C 1.780 2.967 -1.483 -0.499
C 0.275 3.082 -1.256 0.212
Br -0.586 3.080 -3.063 -0.162
H 2.022 2.033 -1.989 0.158
H 2.195 3.762 -2.102 0.476
H -0.114 4.008 -0.831 0.449
H -0.123 2.292 -0.619 -0.366
Br -0.638 -0.275 -6.255 -0.150
C 0.689 0.518 -4.933 -0.021
C 2.115 -0.140 -5.034 -0.603
Br 2.829 -0.323 -6.907 -0.212
H 0.312 0.612 -3.915 -0.228
H 0.787 1.531 -5.322 0.395
H 2.061 -1.162 -4.658 0.370
H 2.925 0.426 -4.573 0.381
```

Summary:
- Highest occupied orbital energy (spin up / spin down): -2.733 / -4.339 eV
- DFT total energy: -641101.420 eV
- 2S+1: 2
- Orbital gap (spin up / spin down): 6.12 / 7.72 eV
- E_LUMO (spin up / spin down): 0.1243 / 0.1243 hartree
- Total charge: -2
- Max |F|: 3.8 eV/Å


No. 3
ORCA calculation (ωB97M-V/def2-TZVPD) on C16H16Cl2N4O2 in the gas phase.

Structure (XYZ):
```
40
Properties=species:S:1:pos:R:3:mulliken_charge:R:1
C -6.580 -0.801 0.090 -0.899
N -5.160 -0.550 0.179 0.652
N -4.806 0.667 0.531 -1.002
C -3.563 0.977 0.638 -0.840
C -2.473 0.067 0.402 0.793
C -2.871 -1.199 0.023 0.593
C -4.262 -1.577 -0.105 0.163
O -4.660 -2.676 -0.446 -0.711
Cl -1.807 -2.500 -0.404 -0.143
N -1.202 0.514 0.626 0.160
C -0.070 -0.333 0.916 -1.520
H -0.405 -1.316 1.235 0.620
C 0.873 -0.453 -0.292 -0.253
N 1.267 0.870 -0.717 0.061
C 2.499 1.419 -0.560 0.358
O 2.695 2.615 -0.676 -0.649
C 3.623 0.470 -0.292 0.190
C 4.447 0.685 0.807 -0.456
C 5.536 -0.133 1.040 -0.721
C 5.814 -1.162 0.153 0.344
C 5.019 -1.374 -0.963 -0.660
C 3.924 -0.558 -1.181 0.128
H 3.308 -0.710 -2.055 0.451
H 5.257 -2.167 -1.654 0.425
Cl 7.175 -2.188 0.435 -0.209
H 6.171 0.027 1.897 0.420
H 4.229 1.502 1.478 0.439
C 0.141 1.731 -1.002 -1.123
H 0.531 2.714 -1.271 0.548
H -0.420 1.311 -1.844 0.290
C -0.780 1.839 0.223 -0.724
H -1.635 2.461 -0.033 0.454
H -0.230 2.307 1.047 0.278
H 1.748 -1.040 -0.016 0.461
H 0.348 -0.954 -1.112 0.286
H 0.482 0.135 1.741 0.307
H -3.378 1.986 0.968 0.546
H -7.043 -0.664 1.066 0.294
H -6.709 -1.829 -0.246 0.356
H -7.034 -0.112 -0.621 0.295
```

Summary:
- Highest occupied orbital energy: -8.584 eV
- DFT total energy: -51951.882 eV
- Orbital gap: 8.88 eV
- E_LUMO: 0.0109 hartree
- SMILES: Cn1ncc(N2CCN(C(=O)c3ccc(Cl)cc3)CC2)c(Cl)c1=O
- Max |F|: 0.8 eV/Å


No. 4
ORCA calculation (ωB97M-V/def2-TZVPD) on a molecular structure, C16H16ClN4O2ReS2Se in a non-equilibrium geometry.

Structure (XYZ):
```
43
Properties=species:S:1:pos:R:3:mulliken_charge:R:1
Re -0.983 -0.341 -1.101 1.008
C 5.771 -1.203 -3.489 -1.121
C 5.097 -0.713 -2.243 0.853
C 5.826 -0.271 -1.150 -0.612
C 5.088 0.153 -0.063 -0.171
N 3.759 0.154 -0.027 -0.509
C 3.143 -0.294 -1.137 0.116
S 1.430 -0.312 -1.136 0.035
N 3.764 -0.730 -2.250 -0.467
H 6.858 -1.153 -3.406 0.329
H 5.465 -0.594 -4.342 0.266
H 5.490 -2.240 -3.680 0.275
H 6.906 -0.256 -1.140 0.312
H 5.569 0.517 0.840 0.397
S -0.982 -1.265 3.378 -0.189
C -0.609 0.389 3.120 -0.317
C -0.611 0.658 1.788 -0.825
N -0.904 -0.411 0.963 0.270
C -1.118 -1.479 1.692 -0.268
H -0.410 1.060 3.939 0.431
H -0.404 1.622 1.351 0.405
H -1.362 -2.439 1.255 0.402
O -0.342 1.572 -1.076 -0.697
H -1.130 2.108 -0.882 0.339
H -0.133 1.779 -2.007 0.417
O -2.368 -1.367 -1.098 -0.609
Cl -5.307 1.720 4.362 -0.259
C -4.570 1.487 2.793 0.339
C -4.096 2.577 2.084 -0.662
C -3.509 2.390 0.836 -0.468
C -3.389 1.109 0.286 0.772
C -2.754 0.930 -1.074 -2.063
C -3.876 0.017 1.014 -0.030
C -4.462 0.208 2.259 -0.779
H -4.181 3.574 2.497 0.398
H -3.145 3.254 0.292 0.339
H -2.477 1.923 -1.476 0.595
H -3.499 0.482 -1.738 0.418
H -3.799 -0.980 0.609 0.484
H -4.835 -0.644 2.814 0.431
Se -0.196 -2.794 -1.152 0.014
C 0.449 -4.553 -1.233 0.064
N 0.837 -5.644 -1.276 -0.663
```

Summary:
- Highest occupied orbital energy (spin up / spin down): -3.302 / -3.369 eV
- DFT total energy: -128571.943 eV
- 2S+1: 4
- Orbital gap (spin up / spin down): 5.56 / 5.53 eV
- E_LUMO (spin up / spin down): 0.0829 / 0.0794 hartree
- Total charge: -1
- Max |F|: 4.7 eV/Å


No. 5
ORCA calculation (ωB97M-V/def2-TZVPD) on C16H16N2O4 in the gas phase.

Structure (XYZ):
```
38
Properties=species:S:1:pos:R:3:mulliken_charge:R:1
O -1.430 -1.603 -0.281 -0.814
C -1.287 -0.446 -0.648 1.050
N -2.256 0.493 -0.619 -0.142
C -3.609 0.497 -0.217 -0.062
N -4.132 1.703 -0.399 -0.585
C -5.393 1.934 -0.089 -0.505
C -6.218 0.950 0.432 -0.307
C -5.685 -0.308 0.625 -0.565
C -4.351 -0.578 0.304 0.871
O -3.903 -1.819 0.517 -0.659
H -2.949 -1.902 0.255 0.415
H -6.274 -1.119 1.026 0.446
H -7.246 1.160 0.678 0.369
H -5.739 2.941 -0.268 0.383
H -2.015 1.422 -0.948 0.284
C 0.023 0.075 -1.209 -0.951
C 1.148 -0.945 -1.053 -0.982
C 1.588 -1.059 0.413 -0.061
C 2.721 -2.077 0.572 -0.745
H 2.980 -2.157 1.637 0.314
O 3.856 -1.687 -0.168 -0.472
C 4.180 -0.364 -0.005 0.610
C 5.437 0.066 -0.410 -0.751
C 5.808 1.387 -0.249 -0.451
C 4.928 2.289 0.328 -0.513
C 3.668 1.876 0.716 -0.732
C 3.279 0.553 0.543 0.620
O 2.010 0.195 0.920 -0.479
H 2.962 2.562 1.157 0.432
H 5.219 3.319 0.469 0.385
H 6.787 1.710 -0.565 0.378
H 6.107 -0.659 -0.844 0.423
H 2.426 -3.057 0.195 0.413
H 0.736 -1.354 1.032 0.636
H 2.002 -0.644 -1.663 0.398
H 0.805 -1.924 -1.387 0.471
H 0.293 0.999 -0.692 0.443
H -0.128 0.305 -2.266 0.436
```

Summary:
- Highest occupied orbital energy: -8.427 eV
- DFT total energy: -28022.497 eV
- Orbital gap: 9.11 eV
- E_LUMO: 0.0252 hartree
- SMILES: O=C(CC[C@H]1COc2ccccc2O1)Nc1ncccc1O
- Max |F|: 0.8 eV/Å


No. 6
ORCA calculation (ωB97M-V/def2-TZVPD) on C16H16N2O4 in the gas phase in a non-equilibrium geometry.

Structure (XYZ):
```
38
Properties=species:S:1:pos:R:3:mulliken_charge:R:1
C -7.989 -0.247 -0.317 -0.897
H -8.922 0.103 0.122 0.232
O -6.968 0.298 0.478 -0.427
C -5.677 0.024 0.151 0.776
C -5.266 -0.765 -0.913 -0.279
C -3.920 -0.980 -1.160 -1.341
C -2.947 -0.409 -0.348 0.434
C -3.360 0.387 0.727 -0.560
C -4.695 0.607 0.982 0.932
O -5.120 1.377 2.020 -0.545
H -4.353 1.710 2.502 0.310
H -2.606 0.833 1.360 0.363
C -1.545 -0.638 -0.609 -0.467
N -0.644 -0.133 0.136 -0.232
N 0.620 -0.076 -0.015 -0.264
C 1.547 -0.774 0.507 -0.363
C 2.938 -0.407 0.354 0.676
C 3.315 0.730 -0.357 -1.144
C 4.648 1.067 -0.502 -0.377
C 5.632 0.272 0.063 1.291
C 5.265 -0.878 0.785 0.546
C 3.931 -1.207 0.924 -1.144
H 3.677 -2.094 1.482 0.363
O 6.220 -1.666 1.346 -0.631
H 7.081 -1.277 1.145 0.340
O 6.989 0.496 -0.007 -0.491
C 7.439 1.623 -0.716 -0.879
H 7.064 2.550 -0.272 0.346
H 8.525 1.602 -0.645 0.247
H 7.143 1.577 -1.769 0.348
H 4.911 1.953 -1.058 0.376
H 2.549 1.349 -0.796 0.401
H 1.331 -1.678 1.082 0.336
H -1.293 -1.267 -1.466 0.332
H -3.628 -1.600 -1.995 0.317
H -5.994 -1.223 -1.563 0.368
H -7.925 0.103 -1.353 0.354
H -7.972 -1.342 -0.303 0.353
```

Summary:
- Highest occupied orbital energy: -7.751 eV
- DFT total energy: -28019.421 eV
- Orbital gap: 8.41 eV
- E_LUMO: 0.0243 hartree
- SMILES: COc1ccc(/C=N/N=C/c2ccc(OC)c(O)c2)cc1O
- Max |F|: 2.5 eV/Å


What is the formula in the fourth record?
C16H16ClN4O2ReS2Se